1.
Computed, not measured: a structure of composition C20H19FeI2NO6S2 at a distorted geometry, with ωB97M-V/def2-TZVPD.

Structure (XYZ):
```
51
C20H19FeI2NO6S2, DFT ωB97M-V/def2-TZVPD
Fe -0.03496 1.10973 1.53124
C 4.36144 2.67023 0.65184
C 2.93634 2.67513 1.13124
S 2.52194 1.46643 2.27544
C 2.02504 3.59853 0.68664
C 2.37814 4.68233 -0.28836
S 0.38854 3.59723 1.20244
H 4.89754 1.85603 1.13224
H 4.86654 3.60913 0.88624
H 4.39384 2.52803 -0.42956
H 3.42844 4.95473 -0.23236
H 1.76644 5.55673 -0.07956
H 2.15724 4.35183 -1.30536
I -2.56346 3.20003 3.91794
C -0.59826 2.58773 4.46754
I -0.33966 0.44933 4.49114
H -0.40496 2.95833 5.47074
H 0.09754 3.00693 3.74304
C -3.77856 -0.89877 1.98474
C -2.85076 -0.00127 1.20744
O -2.08516 0.73413 1.86034
C -2.87106 -0.02627 -0.23326
C -3.90876 -0.65867 -0.93396
C -3.94186 -0.70327 -2.30406
C -2.91196 -0.10977 -3.03906
C -1.86806 0.49753 -2.39966
C -1.78646 0.56113 -0.97816
O -0.77156 1.11643 -0.44166
H -3.62706 -0.72907 3.04844
H -3.52316 -1.93067 1.75274
H -4.81986 -0.70727 1.73594
H -4.71976 -1.11057 -0.38456
H -4.76286 -1.18677 -2.81336
H -2.94836 -0.13247 -4.12106
H -1.06646 0.95863 -2.95956
O -1.15626 -2.18327 0.95334
C -0.05076 -1.75667 0.64114
O 0.58444 -0.82177 1.22054
C 0.70344 -2.36477 -0.52776
C 1.34794 -1.53137 -1.43796
C 2.07044 -2.06877 -2.49176
C 2.17434 -3.43797 -2.63386
C 1.53234 -4.27097 -1.71756
C 0.78594 -3.73837 -0.66966
N 1.66014 -5.68287 -1.85096
O 1.16044 -6.39997 -0.99006
O 2.27304 -6.11877 -2.82466
H 1.26634 -0.46197 -1.31006
H 2.57474 -1.41747 -3.19146
H 2.75224 -3.88287 -3.42956
H 0.28504 -4.39357 0.02634
```

The multiplicity is 6. For the HOMO-LUMO gap (spin up / spin down), the calculation gives 6.590 / 6.142 eV. The total energy is -107083.5947 eV. Its charge is -1.


2.
Computed, not measured: a cluster of 6 separate species, C37H28NO14S in total at a distorted geometry, with ωB97M-V/def2-TZVPD.

Structure (XYZ):
```
81
C37H28NO14S, DFT ωB97M-V/def2-TZVPD
O -1.34752 -0.09107 5.72463
C -0.92318 -0.88588 4.70316
O -1.85549 -1.68654 3.89409
C -2.98410 -0.89003 3.38627
S -4.41750 -0.73661 4.63730
O -5.37765 0.33033 4.02791
O -5.09646 -2.10214 4.90971
C 0.73486 -0.87942 4.48372
C 1.68188 -2.21732 4.51832
C 3.31994 -1.96477 4.32255
N 3.92023 -0.56067 4.10181
C 3.04070 0.70329 4.07487
C 1.40955 0.60424 4.25294
H -3.44963 -1.51851 2.48467
H -2.69931 0.17771 2.99271
H -3.96085 -0.20229 5.88490
H 1.22209 -3.28291 4.69416
H 4.11873 -2.83950 4.35347
H 4.96462 -0.39687 3.98848
H 3.49525 1.78132 3.94014
H 0.72110 1.55253 4.25123
C -8.13438 2.93096 5.90542
C -7.17743 2.04618 6.20163
C -6.64954 1.91953 7.57441
O -5.77227 1.11136 7.84601
C -7.22092 2.80685 8.60688
C -8.17787 3.69163 8.31066
C -8.70576 3.81828 6.93789
O -9.58303 4.62645 6.66628
H -8.53215 3.03719 4.90355
H -6.74862 1.38777 5.45569
H -6.82315 2.70062 9.60875
H -8.60668 4.35004 9.05661
C 2.33475 -4.43154 -0.16504
C 1.73409 -3.96524 -1.26417
C 0.37137 -3.40007 -1.21121
O -0.17994 -2.97489 -2.21708
C -0.30081 -3.36869 0.10294
C 0.29985 -3.83498 1.20207
C 1.66257 -4.40015 1.14911
O 2.21388 -4.82534 2.15498
H 3.33361 -4.84995 -0.18658
H 2.21414 -3.98056 -2.23532
H -1.29967 -2.95027 0.12448
H -0.18020 -3.81967 2.17322
C -1.23976 -3.07805 -7.76178
C -0.28281 -3.96284 -7.46556
C 0.24508 -4.08949 -6.09279
O 1.12235 -4.89765 -5.82118
C -0.32630 -3.20217 -5.06032
C -1.28325 -2.31739 -5.35654
C -1.81113 -2.19074 -6.72931
O -2.68841 -1.38257 -7.00092
H -1.63753 -2.97183 -8.76365
H 0.14600 -4.62125 -8.21151
H 0.07147 -3.30840 -4.05845
H -1.71206 -1.65898 -4.61059
C 2.10550 0.56684 -2.88249
C 1.71545 0.26731 -1.63973
C 2.69848 -0.02046 -0.57670
O 2.34233 -0.29666 0.56057
C 4.12844 0.03715 -0.93961
C 4.51849 0.33667 -2.18237
C 3.53546 0.62445 -3.24540
O 3.89161 0.90064 -4.38267
H 1.39750 0.77980 -3.67409
H 0.67040 0.22176 -1.35756
H 4.83644 -0.17581 -0.14801
H 5.56354 0.38222 -2.46454
C 4.86260 3.78571 -5.95404
C 3.71158 4.35502 -5.58341
C 3.38150 5.73999 -5.97344
O 2.32911 6.26255 -5.63297
C 4.37134 6.47045 -6.78980
C 5.52236 5.90114 -7.16043
C 5.85244 4.51617 -6.77040
O 6.90483 3.99361 -7.11087
H 5.12054 2.77114 -5.67588
H 2.97494 3.83218 -4.98523
H 4.11340 7.48502 -7.06796
H 6.25900 6.42398 -7.75860
```

The multiplicity is 1. For the HOMO-LUMO gap, the calculation gives 5.559 eV. The total energy is -79789.1043 eV. Its charge is +1.


3.
Computed, not measured: a structure of composition C10H16OSi2 at a distorted geometry, with ωB97M-V/def2-TZVPD.

Structure (XYZ):
```
29
C10H16OSi2, DFT ωB97M-V/def2-TZVPD
C 3.00271 1.84540 -1.03072
C 3.44424 0.67876 -0.38287
C 1.68598 2.25599 -0.90441
C 2.55954 -0.07979 0.34115
C 0.78638 1.43454 -0.28247
C 1.19388 0.21406 0.29662
C 0.43299 -2.01013 -1.56811
C -0.54810 -1.87055 -0.73321
C -3.13210 0.63900 -0.97307
C 0.12587 -1.97556 2.50870
O -1.88583 0.47862 1.63045
Si -3.18964 1.02876 0.85303
Si -0.07981 -0.93936 0.97170
H 3.80775 2.48552 -1.36818
H 4.45607 0.48483 -0.27828
H 1.47808 3.24333 -1.50001
H 2.79888 -1.09106 0.79145
H -0.28480 1.66878 -0.55029
H 0.11251 -2.48387 -2.51370
H 1.44708 -1.58849 -1.51915
H -1.53657 -2.14860 -1.05267
H -4.14141 0.55216 -1.43144
H -2.44474 1.12832 -1.67732
H -2.72723 -0.39845 -0.95688
H -0.93289 -2.11001 2.63640
H 0.84612 -2.82305 2.52410
H 0.37726 -1.23927 3.32596
H -3.24374 2.47593 1.50249
H -4.40849 0.14419 1.34071
```

The multiplicity is 1. For the HOMO-LUMO gap, the calculation gives 9.269 eV. The total energy is -28430.4082 eV. Its charge is 0.


4.
Computed, not measured: a structure of composition C29H29CoF6N3O3S5 at a distorted geometry, with ωB97M-V/def2-TZVPD.

Structure (XYZ):
```
76
C29H29CoF6N3O3S5, DFT ωB97M-V/def2-TZVPD
Co 1.26233 -0.44088 0.23044
C -1.69500 1.22518 0.28595
C -0.84500 1.85630 1.38848
S 0.83385 2.09644 0.76052
C 1.85617 2.12072 2.25338
C 3.31344 1.95858 1.82529
S 3.67048 0.31171 1.11589
C 4.50491 0.68909 -0.47229
C 3.87677 -0.05598 -1.64464
S 2.20643 0.60690 -1.86809
C 1.51606 -0.36435 -3.24926
C 0.10048 -0.85856 -2.92023
S -1.02416 -0.31227 -0.42327
H -1.78632 1.91666 -0.55316
H -2.69555 1.01517 0.66270
H -0.79124 1.22159 2.26917
H -1.27640 2.81602 1.67688
H 1.54791 1.30431 2.90961
H 1.73419 3.07007 2.77534
H 3.95807 2.07927 2.69379
H 3.58512 2.71486 1.08839
H 5.54755 0.39616 -0.37041
H 4.45809 1.76764 -0.62555
H 3.82449 -1.12615 -1.44666
H 4.46598 0.12368 -2.54418
H 2.17174 -1.20858 -3.44675
H 1.50245 0.29067 -4.11929
H 0.16906 -1.71101 -2.25253
H -0.38288 -1.18445 -3.84495
F 2.94981 -5.53955 -2.16738
C 2.30333 -4.37548 -2.15421
F 1.03329 -4.59237 -2.51644
F 2.86264 -3.58294 -3.08898
S 2.38634 -3.58640 -0.49834
O 1.75498 -4.53166 0.37943
O 3.79408 -3.33555 -0.28169
O 1.61565 -2.35617 -0.73747
C 2.24534 -2.39145 4.01838
C 2.12548 -2.08879 2.67445
N 1.06469 -1.44429 2.16722
C 0.07247 -1.15336 3.00563
C 0.10070 -1.39838 4.37181
C 1.23596 -2.00961 4.88606
C -1.01247 -0.97788 5.25621
C -2.30349 -1.30904 5.20827
C -2.98475 -2.25523 4.29915
C -4.28126 -2.66356 4.59276
C -4.86951 -3.57659 3.73758
N -4.24593 -4.05731 2.66429
C -3.01337 -3.59581 2.46295
N -2.35595 -2.72309 3.21841
H 3.12013 -2.92061 4.37121
H 2.91030 -2.36620 1.98381
H -0.82588 -0.75265 2.55631
H 1.30741 -2.21841 5.94778
H -0.71359 -0.31073 6.06147
H -2.95124 -0.88594 5.96893
H -4.80777 -2.28487 5.45928
H -5.87659 -3.93941 3.91323
H -2.48898 -3.96677 1.58878
F -2.35276 5.89770 -6.96986
C -3.06822 5.71620 -5.85014
F -4.34668 5.50443 -6.21810
F -3.05167 6.87631 -5.16714
C -2.54596 4.58305 -5.01751
C -3.12430 4.34497 -3.77904
C -2.68224 3.29409 -2.99774
C -1.65683 2.45694 -3.44419
C -1.07731 2.71817 -4.69374
C -1.52006 3.77157 -5.47590
C -1.19093 1.34071 -2.67234
C -0.74166 0.21892 -2.27594
H -3.92166 4.98662 -3.42555
H -3.14058 3.11845 -2.03272
H -0.27343 2.08301 -5.04424
H -1.06652 3.96017 -6.43932
```

The multiplicity is 4. For the HOMO-LUMO gap (spin up / spin down), the calculation gives 7.062 / 5.999 eV. The total energy is -149263.6984 eV. Its charge is 0. Its relative energy (zero: lowest compared OMol25 entry of this formula, charge and spin) is 0.802 eV.